Below is an isolated molecule of C5H7NO in a non-equilibrium geometry, with properties calculated with ωB97M-V/def2-TZVPD.

Its charge is 0. For the energy above the lowest of the compared OMol25 structures with the same formula, charge and spin, the calculation gives 94.1 kJ/mol. The value obtained for the orbital gap is 0.3377 hartree. The HOMO energy comes out at -8.4 eV. Its LUMO energy is 0.8 eV.

Last column: natural (NBO) charge in e.
CARTESIAN COORDINATES (ANGSTROEM)
O: -1.9698 2.3097 0.6708  -0.558
N: -1.6172 0.4094 -0.6955  -0.653
C: -0.5217 -0.4152 -0.9576  -0.024
C: -1.3065 1.3503 0.3656  0.715
C: 1.7781 -0.9019 -0.1375  -0.623
C: 0.3573 -0.4539 0.0461  -0.071
C: -0.1877 0.3870 1.1550  -0.529
H: 0.5872 0.6788 1.8862  0.240
H: -0.3595 -0.8098 -1.9526  0.204
H: 2.0584 -1.7853 0.4441  0.214
H: -2.2523 0.5599 -1.4730  0.409
H: 1.9484 -1.1328 -1.1964  0.217
H: 2.4732 -0.0931 0.1258  0.215
H: -0.9879 -0.1031 1.7190  0.246